No. 1
ORCA calculation (the ωB97M-V functional and the def2-TZVPD basis) on the ion C4H7N2S with charge +1 in a non-equilibrium geometry.

Summary:
Energy above the lowest of the compared OMol25 structures with the same formula, charge and spin (kcal per mole): 124.95
Orbital gap (alpha / beta) (eV): 5.07 / 6.60
Largest force on an atom (eV Å⁻¹): 4.46
Electronic energy (hartree): -663.8756
Charge: +1

Geometry as XYZ:
```
14
C4H7N2S the ωB97M-V functional and the def2-TZVPD basis
C 0.237 0.065 -0.228
C -1.216 0.261 -0.689
C 1.434 -0.009 1.861
C 1.281 0.211 -1.110
N 0.410 -0.010 1.098
N -2.217 -0.642 -0.293
S 3.066 0.000 1.455
H -1.251 1.142 -0.096
H -1.166 0.324 -1.766
H 1.169 0.008 2.944
H 2.272 0.258 -0.853
H 1.050 0.565 -2.095
H -2.300 -0.917 0.751
H -2.769 -1.256 -0.979
```

***

No. 2
ORCA calculation (the ωB97M-V functional and the def2-TZVPD basis) on an isolated molecule of C3H7FO2 in a non-equilibrium geometry.

Summary:
SMILES: COC(F)OC
Energy above the lowest of the compared OMol25 structures with the same formula, charge and spin (kcal per mole): 24.51
Orbital gap (eV): 11.46
Largest force on an atom (eV Å⁻¹): 5.80
Electronic energy (hartree): -368.7888

Geometry as XYZ:
```
13
C3H7FO2 the ωB97M-V functional and the def2-TZVPD basis
C 0.262 -2.001 0.002
O 1.125 -0.840 -0.027
C 0.560 0.195 -0.709
F 0.286 -0.226 -1.998
O -0.705 0.611 -0.088
C -0.776 1.794 0.654
H -0.407 -1.922 0.764
H 1.014 -2.851 0.155
H -0.218 -2.121 -0.859
H 1.404 0.895 -0.620
H -0.759 2.712 -0.049
H -0.124 2.011 1.527
H -1.661 1.743 1.248
```

***

No. 3
ORCA calculation (the ωB97M-V functional and the def2-TZVPD basis) on a cluster of 3 separate species, C40H55FIN4O10P in total in a non-equilibrium geometry.

Summary:
SMILES: CCP(C)c1cc(C[C@H](C)F)c(I)c2c1C(=O)c1c(CC(N)(N)N)c(O)c(C[C@@H](O)CN)c(Cc3ccccc3)c1C2=O.CCOC(=O)OC.CCOC(=O)OC
Orbital gap (eV): 7.13
Largest force on an atom (eV Å⁻¹): 3.05
Electronic energy (hartree): -3267.4359

Geometry as XYZ:
```
112
C40H55FIN4O10P the ωB97M-V functional and the def2-TZVPD basis
C -6.155 3.311 1.625
C -6.257 3.615 0.074
P -4.617 4.125 -0.716
C -4.770 5.974 -1.012
C -3.295 3.732 0.537
C -2.686 4.743 1.406
C -1.648 4.470 2.405
C -1.136 5.671 3.252
C -0.575 6.792 2.266
C 1.005 6.737 2.383
F -1.080 8.042 2.697
C -1.181 3.084 2.525
I 0.382 2.665 3.941
C -1.758 2.024 1.700
C -2.812 2.346 0.711
C -3.412 1.177 -0.126
O -4.585 1.079 -0.400
C -2.390 0.071 -0.571
C -2.484 -0.606 -1.860
C -3.590 -0.305 -2.899
C -3.330 0.982 -3.766
N -4.642 1.303 -4.412
N -2.928 2.182 -2.979
N -2.415 0.664 -4.889
C -1.468 -1.642 -2.135
O -1.551 -2.284 -3.387
C -0.406 -2.009 -1.165
C 0.554 -3.155 -1.599
C 2.068 -2.741 -1.742
O 2.729 -3.822 -2.457
C 2.316 -1.447 -2.597
N 3.764 -1.110 -2.436
C -0.371 -1.304 0.110
C 0.685 -1.659 1.205
C -0.008 -2.656 2.223
C 0.586 -2.806 3.567
C -0.004 -3.672 4.590
C -1.227 -4.413 4.246
C -1.832 -4.292 2.922
C -1.215 -3.407 1.920
C -1.351 -0.252 0.432
C -1.350 0.525 1.784
O -1.091 0.030 2.854
H -7.195 3.198 2.056
H -5.698 4.171 2.193
H -5.623 2.349 1.838
H -6.597 2.679 -0.450
H -7.057 4.396 -0.087
H -5.370 6.086 -1.960
H -3.787 6.493 -1.143
H -5.401 6.420 -0.195
H -3.050 5.790 1.306
H -1.996 6.159 3.796
H -0.356 5.406 4.003
H -0.817 6.594 1.193
H 1.287 5.655 2.230
H 1.244 6.961 3.459
H 1.507 7.426 1.663
H -4.587 -0.163 -2.402
H -3.714 -1.165 -3.602
H -5.291 1.691 -3.725
H -4.472 2.004 -5.141
H -3.536 2.948 -3.274
H -1.975 2.431 -3.259
H -2.121 1.539 -5.326
H -1.628 0.139 -4.509
H -0.911 -1.799 -3.944
H 0.464 -3.969 -0.830
H 0.257 -3.623 -2.579
H 2.625 -2.634 -0.774
H 2.403 -4.640 -2.035
H 2.214 -1.756 -3.676
H 1.669 -0.575 -2.317
H 4.034 -0.368 -3.079
H 3.973 -0.877 -1.465
H 1.585 -2.201 0.827
H 0.987 -0.702 1.704
H 1.511 -2.253 3.854
H 0.432 -3.762 5.608
H -1.669 -5.044 5.054
H -2.777 -4.846 2.704
H -1.739 -3.328 0.941
C 3.708 -10.368 1.504
C 4.283 -9.540 0.372
O 3.377 -8.498 -0.013
C 3.378 -7.417 0.774
O 4.070 -7.243 1.744
O 2.460 -6.562 0.304
C 2.300 -5.385 1.098
H 2.715 -10.738 1.241
H 4.355 -11.218 1.726
H 3.597 -9.772 2.411
H 4.424 -10.169 -0.507
H 5.260 -9.127 0.633
H 3.256 -4.888 1.268
H 1.824 -5.638 2.047
H 1.648 -4.703 0.556
C 7.334 3.513 -0.883
C 6.675 2.426 -1.708
O 5.557 1.859 -1.011
C 4.428 2.573 -1.060
O 4.270 3.618 -1.638
O 3.501 1.931 -0.337
C 2.256 2.623 -0.240
H 7.592 3.138 0.110
H 8.240 3.872 -1.372
H 6.661 4.360 -0.739
H 7.383 1.612 -1.872
H 6.373 2.794 -2.690
H 1.874 2.892 -1.225
H 2.370 3.511 0.384
H 1.540 1.954 0.237
```

***

No. 4
ORCA calculation (the ωB97M-V functional and the def2-TZVPD basis) on an isolated molecule of C3H5N3S2 in a non-equilibrium geometry.

Summary:
SMILES: [H]/N=C\N(C=S)NC=S
Energy above the lowest of the compared OMol25 structures with the same formula, charge and spin (kcal per mole): 41.83
Orbital gap (eV): 8.61
Largest force on an atom (eV Å⁻¹): 2.10
Electronic energy (hartree): -1077.8904

Geometry as XYZ:
```
13
C3H5N3S2 the ωB97M-V functional and the def2-TZVPD basis
H -0.575 1.302 -2.237
N -0.555 0.309 -2.400
C -0.407 -0.345 -1.371
N -0.509 0.080 -0.018
C -0.756 1.366 0.394
S -0.898 1.943 1.932
N -0.028 -0.806 0.922
C 1.285 -1.124 0.996
S 2.477 -0.688 0.007
H -0.082 -1.382 -1.376
H -0.867 2.040 -0.452
H -0.590 -0.961 1.749
H 1.505 -1.734 1.852
```